(1)
Entry from the OMol25 dataset: a structure of composition C16H42ClIP3Tl in a non-equilibrium geometry (ωB97M-V/def2-TZVPD).

The geometry in ORCA input format:
```
! wB97M-V def2-TZVPD RIJCOSX def2/J DEFGRID3
* xyz 2 1
C -0.031 -2.370 -2.066
I -2.873 1.323 0.327
H -0.672 -2.817 -2.835
H 0.240 -3.077 -1.280
H 0.835 -1.844 -2.483
Tl -1.371 -0.839 -1.182
P -2.446 -2.425 0.690
C -1.667 -2.493 2.340
C -4.217 -2.080 1.002
H -4.671 -2.914 1.553
H -2.946 -4.815 0.831
H -4.729 -1.930 0.043
H -2.904 -4.226 -0.862
H -1.749 -1.515 2.835
H -4.282 -1.151 1.579
C -2.424 -4.162 0.122
H -2.175 -3.263 2.938
H -1.385 -4.496 0.025
H -0.603 -2.750 2.246
P -0.895 0.951 -3.129
C 0.472 2.142 -2.918
C -0.503 0.116 -4.709
H -3.251 1.305 -3.566
H -2.227 2.463 -4.497
H -2.509 2.691 -2.730
C -2.369 1.959 -3.532
H -1.274 -0.634 -4.920
H -0.454 0.834 -5.536
H 0.625 2.688 -3.860
H 1.389 1.591 -2.664
H 0.463 -0.394 -4.621
H 0.253 2.850 -2.106
Cl -3.438 -1.450 -2.582
C 0.267 3.470 0.803
C 1.487 2.533 0.664
C 2.625 2.980 1.584
P 0.966 0.744 0.780
C 2.220 -0.382 -0.005
C 3.630 0.194 -0.079
C 2.208 -1.801 0.578
C 0.878 0.289 2.582
C 2.187 0.329 3.379
C -0.223 1.109 3.264
H -0.009 3.618 1.859
H -0.611 3.069 0.271
H 0.513 4.452 0.371
H 1.842 2.601 -0.383
H 2.291 3.201 2.610
H 3.458 2.267 1.625
H 3.022 3.928 1.180
H 1.851 -0.462 -1.043
H 4.129 0.267 0.895
H 4.226 -0.478 -0.710
H 3.650 1.180 -0.557
H 1.204 -2.237 0.589
H 2.838 -2.445 -0.055
H 2.599 -1.825 1.604
H 0.544 -0.765 2.564
H 2.523 1.349 3.610
H 1.991 -0.183 4.335
H 3.003 -0.207 2.876
H -1.134 1.172 2.648
H -0.504 0.632 4.211
H 0.117 2.130 3.495
*
```

**Largest force on an atom**: 2.3 eV/A
**HOMO-LUMO gap (spin up / spin down)**: 0.195 / 0.190 hartree
**Energy above the lowest of the compared OMol25 structures with the same formula, charge and spin**: 0.0 kcal per mole
**LUMO energy (spin up / spin down)**: -9.6 / -9.4 eV
**E_HOMO (spin up / spin down)**: -14.9 / -14.5 eV

Löwdin atomic charge list, values in e, 5 entries: number 1, C, carries -0.169; number 2, I, carries 0.451; number 3, H, carries 0.024; number 4, H, carries -0.003; number 5, H, carries 0.006



(2)
Entry from the OMol25 dataset: a cluster of 15 separate species, C4H39N2O14S in total in a non-equilibrium geometry (ωB97M-V/def2-TZVPD).

The geometry in ORCA input format:
```
! wB97M-V def2-TZVPD RIJCOSX def2/J DEFGRID3
* xyz -1 1
C -0.169 1.218 -0.656
N -0.228 0.393 0.580
C -1.559 -0.248 0.749
N -2.551 0.723 1.176
C 1.006 0.729 -1.457
C 0.986 -0.204 -2.660
S 0.084 -1.721 -2.099
H -1.028 1.134 -1.313
H -0.038 2.254 -0.370
H 0.492 -0.310 0.490
H -1.371 -0.920 1.576
H -1.777 -0.666 -0.281
H -3.510 0.343 0.985
H -2.543 1.443 0.433
H 1.860 0.420 -0.777
H 1.393 1.628 -1.975
H 0.357 0.206 -3.414
H 1.909 -0.484 -3.098
H 3.325 -0.459 -0.312
H 3.147 -1.145 -1.640
O 3.695 -0.497 -1.191
H 2.909 1.823 1.690
H 1.342 1.783 1.643
O 2.111 2.221 2.022
H 1.565 -1.351 3.996
H 2.523 -0.503 3.437
O 1.544 -0.492 3.526
H 0.368 -4.360 -1.293
H 0.046 -3.226 -0.251
O 0.387 -4.134 -0.367
H -4.238 -2.300 -1.155
H -5.181 -1.192 -1.728
O -4.482 -1.374 -1.098
H 3.869 -3.344 -0.340
H 2.698 -4.215 0.091
O 3.610 -4.038 0.271
H 1.401 -3.772 2.932
H 2.647 -3.000 2.440
O 2.168 -3.291 3.257
H -0.651 3.352 2.266
H -0.053 4.212 1.252
O -0.739 3.529 1.319
H 4.561 0.555 1.889
H 4.517 1.177 3.223
O 4.669 0.289 2.812
H -0.651 1.552 3.601
H 0.718 1.867 3.918
O -0.160 2.109 4.217
H -2.804 0.035 -1.807
H -1.947 0.280 -3.007
O -2.841 0.500 -2.663
H -0.976 3.970 -0.774
H -1.558 5.172 -1.023
O -0.617 4.870 -0.832
H -3.306 2.556 -2.004
H -3.069 3.548 -3.131
O -3.640 3.396 -2.374
H -3.593 -1.363 -3.075
H -2.932 -2.676 -2.870
O -3.710 -2.278 -3.273
*
```

**Largest force on an atom**: 4.1 eV/A
**HOMO-LUMO gap**: 0.241 hartree
**Energy above the lowest of the compared OMol25 structures with the same formula, charge and spin**: 114.4 kcal per mole
**LUMO energy**: 2.2 eV
**E_HOMO**: -4.4 eV

natural (NBO) atomic charge list, values in e, 5 entries: number 1, C, carries -0.274; number 2, N, carries -0.659; number 3, C, carries -0.067; number 4, N, carries -0.838; number 5, C, carries -0.402



(3)
Entry from the OMol25 dataset: a cluster of 2 separate species, C10H16O in total in a non-equilibrium geometry (ωB97M-V/def2-TZVPD).

The geometry in ORCA input format:
```
! wB97M-V def2-TZVPD RIJCOSX def2/J DEFGRID3
* xyz 0 1
C -0.962 1.938 2.696
C -0.662 0.608 2.033
C 0.408 0.590 0.968
C 0.610 1.663 0.073
C 1.568 1.661 -0.896
C 2.276 0.434 -1.077
O 3.122 0.300 -2.139
C 2.107 -0.589 -0.205
C 1.147 -0.569 0.822
H -1.525 2.613 2.049
H -0.047 2.513 2.926
H -1.381 1.916 3.702
H -0.371 -0.120 2.796
H -1.622 0.233 1.654
H -0.013 2.520 0.313
H 1.845 2.520 -1.490
H 2.921 0.904 -2.861
H 2.739 -1.453 -0.392
H 1.071 -1.317 1.598
C -1.404 -1.373 -1.324
C -1.850 -2.779 -1.770
H -2.263 -0.683 -1.232
H -1.120 -1.371 -0.275
H -0.816 -0.866 -2.082
H -0.980 -3.435 -1.766
H -2.084 -2.648 -2.835
H -2.716 -3.209 -1.287
*
```

**Largest force on an atom**: 2.7 eV/A
**HOMO-LUMO gap**: 0.338 hartree
**Energy above the lowest of the compared OMol25 structures with the same formula, charge and spin**: 32.5 kcal per mole
**Structure (SMILES)**: CCc1ccc(O)cc1.CC
**LUMO energy**: 0.8 eV
**E_HOMO**: -8.4 eV

natural (NBO) atomic charge list, values in e, 5 entries: number 1, C, carries -0.616; number 2, C, carries -0.422; number 3, C, carries -0.041; number 4, C, carries -0.193; number 5, C, carries -0.279



(4)
Entry from the OMol25 dataset: a structure of composition C5H8O (ωB97M-V/def2-TZVPD).

The geometry in ORCA input format:
```
! wB97M-V def2-TZVPD RIJCOSX def2/J DEFGRID3
* xyz 0 1
C -1.711 -0.676 0.109
C -0.727 0.424 -0.237
O -0.130 1.176 0.866
C 1.157 1.010 0.283
C 1.520 -0.426 0.380
C 0.652 0.064 -0.761
H -2.589 -0.285 0.633
H -1.257 -1.465 0.717
H -2.062 -1.131 -0.828
H -1.211 1.156 -0.895
H 1.841 1.851 0.195
H 2.535 -0.727 0.130
H 1.062 -0.945 1.218
H 0.919 -0.027 -1.808
*
```

**Largest force on an atom**: 0.5 eV/A
**HOMO-LUMO gap**: 0.385 hartree
**Energy above the lowest of the compared OMol25 structures with the same formula, charge and spin**: 52.2 kcal per mole
**LUMO energy**: 1.2 eV
**E_HOMO**: -9.3 eV

natural (NBO) atomic charge list, values in e, 5 entries: number 1, C, carries -0.635; number 2, C, carries 0.112; number 3, O, carries -0.520; number 4, C, carries 0.086; number 5, C, carries -0.447



(5)
Entry from the OMol25 dataset: a cluster of 2 separate species, C2H7N3O3 in total in a non-equilibrium geometry (ωB97M-V/def2-TZVPD).

The geometry in ORCA input format:
```
! wB97M-V def2-TZVPD RIJCOSX def2/J DEFGRID3
* xyz 0 1
C 2.836 -0.267 0.398
C -0.491 0.047 -0.182
H 3.398 0.629 0.604
H 2.528 -0.660 1.253
H 3.607 -0.906 -0.102
H 0.759 1.638 -0.273
H 0.089 -1.853 -0.024
H -2.973 -1.212 0.047
H -2.034 2.540 0.144
N 0.779 0.600 0.013
N -0.634 -1.364 -0.432
N -1.627 0.754 -0.196
O 1.842 -0.012 -0.502
O -1.775 -1.954 0.412
O -1.200 2.117 0.259
*
```

**Largest force on an atom**: 6.0 eV/A
**HOMO-LUMO gap**: 0.321 hartree
**Energy above the lowest of the compared OMol25 structures with the same formula, charge and spin**: 222.4 kcal per mole
**LUMO energy**: 0.0 eV
**E_HOMO**: -8.7 eV

natural (NBO) atomic charge list, values in e, 5 entries: number 1, C, carries -0.235; number 2, C, carries 0.480; number 3, H, carries 0.165; number 4, H, carries 0.174; number 5, H, carries 0.194



- Which value of largest force on an atom does entry 3 give?
  2.7 eV/A



- Among the records above, which one has the highest largest force on an atom?
  C2H7N3O3